(1)
The molecule C4H6N2. Source: the OMol25 dataset; level of theory: ωB97M-V with the def2-TZVPD basis set.

CARTESIAN COORDINATES (ANGSTROEM)
C1 -0.419 1.008 -0.158
H1 -0.886 1.648 -0.909
H2 -1.117 -1.477 -0.260
N1 -0.184 1.572 1.127
H3 0.121 -2.193 -1.401
H4 0.614 -0.912 1.205
C2 0.480 -0.079 -0.675
C3 -1.160 0.725 1.191
N2 0.962 -1.083 0.262
H5 0.500 2.031 1.717
C4 -0.113 -1.440 -0.655
H6 1.203 0.200 -1.444

Summary:
multiplicity	1

Mulliken population analysis, charges in e, atoms 1 to 4: number 1, C, carries -0.031; number 2, H, carries 0.368; number 3, H, carries 0.240; number 4, N, carries -0.071


(2)
The molecule C4H6N2. Source: the OMol25 dataset; level of theory: ωB97M-V with the def2-TZVPD basis set.

CARTESIAN COORDINATES (ANGSTROEM)
C1 -0.447 -0.412 0.925
H1 -0.667 -1.080 1.750
C2 -0.807 -0.582 -0.500
N1 1.076 1.107 -0.340
H2 0.309 1.746 -0.146
H3 -1.376 -1.366 -0.983
C3 1.023 -0.039 0.528
H4 -1.406 1.350 0.039
C4 0.652 -0.163 -0.899
H5 1.914 -0.351 1.067
H6 1.197 -0.592 -1.731
N2 -1.509 0.371 0.306

Summary:
SMILES	N1[C@H]2[C@@H]1[C@H]1N[C@@H]21
multiplicity	1

Mulliken population analysis, charges in e, atoms 1 to 4: number 1, C, carries -0.161; number 2, H, carries 0.393; number 3, C, carries -0.233; number 4, N, carries -0.566


(3)
A structure of composition C4H6N2 in a non-equilibrium geometry. Source: the OMol25 dataset; level of theory: ωB97M-V with the def2-TZVPD basis set.

CARTESIAN COORDINATES (ANGSTROEM)
C1 2.154 -0.024 -0.228
H1 -2.222 -0.099 -0.819
H2 -0.606 1.381 1.075
H3 -1.199 -0.930 1.694
C2 0.763 -0.032 -0.032
H4 -0.088 -1.663 -1.223
N1 3.315 -0.038 -0.325
H5 -0.449 -0.917 1.743
C3 -0.291 1.064 0.079
C4 -1.172 0.080 -0.639
H6 -0.050 1.930 -0.546
N2 -0.155 -0.752 -0.780

Summary:
multiplicity	1

Mulliken population analysis, charges in e, atoms 1 to 4: number 1, C, carries 0.038; number 2, H, carries 0.357; number 3, H, carries 0.273; number 4, H, carries 0.088


(4)
A structure of composition C4H6N2 in a non-equilibrium geometry. Source: the OMol25 dataset; level of theory: ωB97M-V with the def2-TZVPD basis set.

CARTESIAN COORDINATES (ANGSTROEM)
H1 2.384 -0.605 -0.953
N1 1.161 1.072 -0.300
C1 0.665 -1.035 0.350
C2 -1.367 -0.096 -0.219
N2 -0.324 -0.149 0.854
H2 -0.396 1.974 0.826
C3 0.220 1.106 0.600
C4 1.529 -0.296 -0.366
H3 -2.086 0.718 -0.062
H4 -1.969 -1.048 -0.151
H5 -0.390 0.464 -1.085
H6 0.572 -2.104 0.506

Summary:
multiplicity	1

Mulliken population analysis, charges in e, atoms 1 to 4: number 1, H, carries 0.373; number 2, N, carries -0.544; number 3, C, carries -0.253; number 4, C, carries -0.830


(5)
The molecule C4H6N2 in a non-equilibrium geometry. Source: the OMol25 dataset; level of theory: ωB97M-V with the def2-TZVPD basis set.

CARTESIAN COORDINATES (ANGSTROEM)
H1 -0.261 1.204 -1.858
C1 -0.611 0.895 0.252
H2 1.961 -1.076 -0.583
C2 -1.432 -0.054 1.015
H3 -0.946 1.917 0.426
N1 -0.604 0.537 -1.169
N2 -2.027 -0.818 1.651
H4 -0.703 -0.427 -1.450
H5 0.555 -1.502 0.449
C3 0.813 0.674 -0.062
H6 1.951 -0.626 1.107
C4 1.305 -0.723 0.222

Summary:
multiplicity	1

Mulliken population analysis, charges in e, atoms 1 to 4: number 1, H, carries 0.310; number 2, C, carries 0.333; number 3, H, carries 0.293; number 4, C, carries -0.051


(6)
The molecule C4H6N2 in a non-equilibrium geometry. Source: the OMol25 dataset; level of theory: ωB97M-V with the def2-TZVPD basis set.

CARTESIAN COORDINATES (ANGSTROEM)
H1 1.982 -0.508 0.855
H2 -0.895 -0.474 -0.442
H3 -3.122 0.865 -0.855
C1 0.653 0.888 0.009
N1 -0.218 1.918 0.516
H4 1.578 1.271 -0.403
C2 0.900 -0.297 0.834
H5 0.446 -0.911 -1.342
H6 0.481 -0.452 1.823
C3 -2.310 1.011 -0.029
N2 -1.346 1.669 0.117
C4 0.113 -0.417 -0.376

Summary:
multiplicity	1

Mulliken population analysis, charges in e, atoms 1 to 4: number 1, H, carries 0.225; number 2, H, carries 0.227; number 3, H, carries 0.263; number 4, C, carries 0.083


(7)
The molecule C4H6N2. Source: the OMol25 dataset; level of theory: ωB97M-V with the def2-TZVPD basis set.

CARTESIAN COORDINATES (ANGSTROEM)
N1 -1.054 1.158 -0.388
H1 -1.648 1.745 -0.949
H2 1.404 -2.073 0.760
H3 1.869 0.567 0.943
H4 0.015 -2.646 0.081
N2 0.736 -1.940 0.013
C1 0.898 0.536 0.464
H5 0.234 2.667 0.391
C2 0.093 1.613 0.196
C3 -0.977 -0.216 -0.538
C4 0.220 -0.629 -0.008
H6 -1.792 -0.782 -0.966

Summary:
SMILES	Nc1cc[nH]c1
multiplicity	1

Mulliken population analysis, charges in e, atoms 1 to 4: number 1, N, carries -0.037; number 2, H, carries 0.240; number 3, H, carries 0.249; number 4, H, carries 0.318


(8)
The molecule C4H6N2 in a non-equilibrium geometry. Source: the OMol25 dataset; level of theory: ωB97M-V with the def2-TZVPD basis set.

CARTESIAN COORDINATES (ANGSTROEM)
H1 -2.086 0.022 0.104
H2 0.299 1.243 1.513
C1 0.435 0.170 1.668
C2 -1.103 -0.121 -0.330
N1 -0.885 -0.119 -1.666
H3 -0.267 -0.199 2.427
H4 -1.567 -0.007 -2.398
C3 1.034 -0.264 -0.821
H5 1.461 -0.029 1.997
N2 0.410 -0.202 -1.990
C4 0.133 -0.234 0.263
H6 2.118 -0.294 -0.781

Summary:
SMILES	Cc1cn[nH]c1
multiplicity	1

Mulliken population analysis, charges in e, atoms 1 to 4: number 1, H, carries 0.412; number 2, H, carries 0.249; number 3, C, carries -1.077; number 4, C, carries -0.554


(9)
The molecule C4H6N2 in a non-equilibrium geometry. Source: the OMol25 dataset; level of theory: ωB97M-V with the def2-TZVPD basis set.

CARTESIAN COORDINATES (ANGSTROEM)
N1 1.083 0.003 -0.074
H1 1.941 0.505 -0.075
H2 -1.402 -1.234 0.700
C1 -1.143 -0.700 -0.234
H3 1.886 -1.754 -1.034
H4 -1.955 -0.373 -0.860
C2 -0.219 0.466 0.289
N2 -0.260 -1.687 -0.902
H5 0.396 1.991 1.623
C3 0.962 -1.251 -0.710
H6 -1.046 2.313 0.518
C4 -0.244 1.720 0.761

Summary:
SMILES	C=C1CN=CN1
multiplicity	1

Mulliken population analysis, charges in e, atoms 1 to 4: number 1, N, carries -0.170; number 2, H, carries 0.230; number 3, H, carries 0.224; number 4, C, carries -0.260


(10)
A structure of composition C4H6N2 in a non-equilibrium geometry. Source: the OMol25 dataset; level of theory: ωB97M-V with the def2-TZVPD basis set.

CARTESIAN COORDINATES (ANGSTROEM)
H1 1.648 1.995 -1.457
H2 0.565 -2.069 -0.580
C1 0.440 0.244 -0.440
H3 2.608 0.625 -0.253
C2 -1.012 -1.111 0.613
N1 -1.251 0.218 0.869
C3 1.745 0.685 -1.133
H4 1.968 -0.075 -1.914
C4 0.127 -1.106 -0.226
H5 -1.509 -1.900 1.151
N2 -0.381 1.002 0.326
H6 -1.659 0.611 1.800

Summary:
multiplicity	1

Mulliken population analysis, charges in e, atoms 1 to 4: number 1, H, carries 0.256; number 2, H, carries 0.286; number 3, C, carries 0.478; number 4, H, carries 0.200


(11)
The molecule C4H6N2 in a non-equilibrium geometry. Source: the OMol25 dataset; level of theory: ωB97M-V with the def2-TZVPD basis set.

CARTESIAN COORDINATES (ANGSTROEM)
C1 0.258 0.426 1.035
H1 -0.571 2.026 -0.127
N1 -0.726 -0.775 -1.264
C2 -0.862 1.019 0.203
H2 1.176 -1.251 -2.008
C3 0.336 -1.511 -1.362
C4 -1.347 0.258 -1.018
N2 1.243 1.157 1.364
H3 0.258 -2.561 -1.131
H4 -1.731 1.134 0.861
H5 0.112 -0.597 1.416
H6 1.853 0.677 2.031

Summary:
multiplicity	1

Mulliken population analysis, charges in e, atoms 1 to 4: number 1, C, carries -0.109; number 2, H, carries 0.268; number 3, N, carries -0.009; number 4, C, carries -0.253


(12)
The molecule C4H6N2 in a non-equilibrium geometry. Source: the OMol25 dataset; level of theory: ωB97M-V with the def2-TZVPD basis set.

CARTESIAN COORDINATES (ANGSTROEM)
C1 0.556 -0.351 -0.237
C2 -0.785 -0.718 -0.481
H1 1.909 1.342 -0.641
C3 1.184 1.053 0.160
C4 -2.003 0.033 -0.130
N1 -0.081 -1.333 0.651
H2 0.390 1.843 0.242
H3 -0.873 -1.247 -1.509
H4 -0.451 -1.133 1.583
H5 1.823 0.785 0.982
N2 -2.917 0.640 0.245
H6 1.248 -0.914 -0.865

Summary:
SMILES	C[C@H]1N[C@H]1C#N
multiplicity	1

Mulliken population analysis, charges in e, atoms 1 to 4: number 1, C, carries 0.176; number 2, C, carries 0.059; number 3, H, carries 0.288; number 4, C, carries -1.013


(13)
The molecule C4H6N2. Source: the OMol25 dataset; level of theory: ωB97M-V with the def2-TZVPD basis set.

CARTESIAN COORDINATES (ANGSTROEM)
H1 0.350 2.492 0.000
C1 -0.901 -1.048 -1.208
H2 1.188 1.644 1.354
N1 0.575 -0.741 0.326
N2 -0.995 0.279 -0.834
C2 0.044 -1.710 -0.504
C3 -0.072 0.434 0.088
H3 0.392 -2.716 -0.489
H4 1.280 -0.895 1.020
C4 0.236 1.720 0.766
H5 -1.518 -1.451 -1.986
H6 -0.579 1.991 1.468

Summary:
SMILES	Cc1ncc[nH]1
multiplicity	1

Mulliken population analysis, charges in e, atoms 1 to 4: number 1, H, carries 0.257; number 2, C, carries -0.353; number 3, H, carries 0.272; number 4, N, carries -0.056


(14)
The molecule C4H6N2O in a non-equilibrium geometry. Source: the OMol25 dataset; level of theory: ωB97M-V with the def2-TZVPD basis set.

CARTESIAN COORDINATES (ANGSTROEM)
C1 0.343 0.268 1.135
H1 2.372 -0.570 -0.619
C2 0.658 -0.965 0.150
O1 2.004 -1.236 -0.022
C3 -0.947 0.326 -0.930
H2 2.146 0.521 1.717
N1 0.070 -0.392 -1.003
H3 -2.774 0.198 -1.914
H4 -0.683 0.235 1.482
H5 -2.457 1.746 -0.964
C4 -2.115 0.780 -1.292
H6 0.163 -1.864 0.535
N2 1.219 0.952 1.726

Summary:
SMILES	[H]/N=C\[C@H](O)N=C=C
multiplicity	1

Mulliken population analysis, charges in e, atoms 1 to 4: number 1, C, carries -0.093; number 2, H, carries 0.362; number 3, C, carries 0.140; number 4, O, carries -0.551


(15)
The molecule C4H6N2O. Source: the OMol25 dataset; level of theory: ωB97M-V with the def2-TZVPD basis set.

CARTESIAN COORDINATES (ANGSTROEM)
C1 0.014 -0.716 -0.091
N1 -0.623 -1.291 2.276
H1 -0.318 0.626 -2.749
O1 -0.460 0.833 1.422
H2 1.401 0.545 -2.338
C2 0.441 0.982 -2.045
H3 0.509 2.070 -2.124
H4 -0.548 -0.830 3.173
C3 -0.337 -0.478 1.206
C4 0.092 0.594 -0.644
H5 0.185 -1.663 -0.580
H6 -0.170 -2.192 2.256
N2 -0.185 1.520 0.236

Summary:
SMILES	Cc1cc(N)on1
multiplicity	1

Mulliken population analysis, charges in e, atoms 1 to 4: number 1, C, carries -0.613; number 2, N, carries -0.494; number 3, H, carries 0.254; number 4, O, carries -0.174


(16)
A structure of composition C4H6N2O in a non-equilibrium geometry. Source: the OMol25 dataset; level of theory: ωB97M-V with the def2-TZVPD basis set.

CARTESIAN COORDINATES (ANGSTROEM)
O1 1.190 -0.654 -0.941
C1 2.314 -0.371 -1.324
H1 -1.143 0.221 2.271
N1 0.470 1.748 -0.786
H2 -2.046 -1.122 1.626
H3 -1.073 -0.981 -0.688
H4 -0.303 -1.191 1.776
H5 1.224 1.910 -1.337
N2 3.382 -0.107 -1.680
C2 0.085 0.654 -0.439
H6 -1.961 0.472 -0.049
C3 -1.056 -0.522 1.533
C4 -1.084 -0.056 0.039

Summary:
multiplicity	1

Mulliken population analysis, charges in e, atoms 1 to 4: number 1, O, carries -0.504; number 2, C, carries 0.486; number 3, H, carries 0.373; number 4, N, carries -0.455


(17)
A cluster of 2 separate species, C4H6N2O in total in a non-equilibrium geometry. Source: the OMol25 dataset; level of theory: ωB97M-V with the def2-TZVPD basis set.

CARTESIAN COORDINATES (ANGSTROEM)
C1 -0.731 -0.001 0.940
H1 0.994 -3.539 -1.381
H2 -0.281 -2.746 -0.971
H3 2.045 1.464 -0.149
C2 0.978 1.246 -0.011
O1 0.702 -2.709 -0.941
C3 0.647 0.298 0.884
N1 -1.660 0.758 0.386
H4 -1.883 2.440 -0.838
N2 0.051 2.045 -0.588
C4 -1.172 1.676 -0.495
H5 -1.095 -0.765 1.639
H6 1.406 -0.167 1.526

Summary:
SMILES	c1cncnc1.O
multiplicity	1

Mulliken population analysis, charges in e, atoms 1 to 4: number 1, C, carries -0.145; number 2, H, carries 0.309; number 3, H, carries 0.322; number 4, H, carries 0.354


(18)
The molecule C4H6N2O in a non-equilibrium geometry. Source: the OMol25 dataset; level of theory: ωB97M-V with the def2-TZVPD basis set.

CARTESIAN COORDINATES (ANGSTROEM)
H1 -1.247 -0.733 -1.485
H2 2.434 -0.140 0.369
N1 -0.477 0.880 -0.263
H3 0.992 -1.688 -1.261
O1 1.199 2.110 0.768
H4 -1.780 0.117 1.399
C1 -0.731 -0.456 -0.572
N2 1.517 -0.051 -0.042
C2 0.814 1.096 0.239
C3 -1.664 0.603 0.439
H5 0.710 -1.943 0.468
C4 0.655 -1.195 -0.330
H6 -2.422 1.400 0.272

Summary:
SMILES	O=C1NC[C@H]2CN12
multiplicity	1

Mulliken population analysis, charges in e, atoms 1 to 4: number 1, H, carries 0.274; number 2, H, carries 0.237; number 3, N, carries -0.061; number 4, H, carries 0.268


(19)
A structure of composition C4H6N2O. Source: the OMol25 dataset; level of theory: ωB97M-V with the def2-TZVPD basis set.

CARTESIAN COORDINATES (ANGSTROEM)
O1 0.508 1.858 1.849
H1 0.131 -2.837 -0.770
C1 -0.672 1.264 -0.264
N1 0.753 -0.173 0.795
H2 -1.252 -0.093 -1.922
C2 -0.702 0.091 -1.006
C3 0.116 -0.845 -0.339
N2 0.717 -2.015 -0.882
H3 1.609 -2.178 -0.424
C4 0.205 1.045 0.806
H4 0.056 2.699 1.724
H5 -1.236 2.172 -0.447
H6 -0.232 -0.988 0.879

Summary:
multiplicity	1

Mulliken population analysis, charges in e, atoms 1 to 4: number 1, O, carries -0.499; number 2, H, carries 0.277; number 3, C, carries -0.280; number 4, N, carries -0.572


(20)
The molecule C4H6N2O. Source: the OMol25 dataset; level of theory: ωB97M-V with the def2-TZVPD basis set.

CARTESIAN COORDINATES (ANGSTROEM)
H1 2.600 -0.352 -1.849
N1 -0.933 0.937 0.595
H2 -1.763 0.865 2.543
H3 -2.249 -0.135 -1.141
H4 1.069 -1.205 -2.213
C1 -1.375 -0.033 -0.526
O1 1.159 -0.063 -0.461
H5 1.177 0.572 -2.423
C2 1.513 -0.282 -1.827
N2 -0.030 -0.316 2.320
H6 -0.114 -0.530 3.310
C3 -0.126 0.094 -0.259
C4 -0.958 0.451 1.923

Summary:
SMILES	[H]/N=C/N1C=C1OC
multiplicity	1

Mulliken population analysis, charges in e, atoms 1 to 4: number 1, H, carries 0.230; number 2, N, carries -0.457; number 3, H, carries 0.363; number 4, H, carries 0.359


We obtain energy relative to the best compared isomer or geometry (same formula, charge and spin) values of 442.8; 389.8; 426.0; 371.7; 395.3; 512.6; 41.5; 85.3; 220.1; 215.7; 351.4; 240.3; 0.4; 365.8; 153.9; 297.1; 135.0; 278.4; 286.8; 491.5 kJ/mol for the records listed above, in that order.